# 1
DFT (wB97M-V/def2-TZVPD) results for C11H14CrN3O7 as an isolated structure.

Each line ends with the Mulliken charge.
CARTESIAN COORDINATES (ANGSTROEM)
Cr  -0.909  -0.817  -0.795  -0.004
O  0.718  -0.575  -2.094  -0.460
C  1.920  -0.664  -1.280  -0.189
C  1.840  -1.940  -0.472  -0.883
N  0.510  -2.038  0.175  0.462
C  -0.049  -3.398  0.024  -0.457
C  -0.555  -3.508  -1.407  0.445
O  -0.383  -4.484  -2.094  -0.638
O  -1.225  -2.428  -1.772  -0.475
C  0.487  -1.566  1.570  -0.584
C  -0.949  -1.233  1.936  0.522
O  -1.327  -1.172  3.073  -0.651
O  -1.714  -0.976  0.875  -0.617
H  0.675  -1.318  -2.715  0.425
H  1.908  0.221  -0.650  0.023
H  2.802  -0.650  -1.920  0.472
H  2.641  -1.975  0.272  0.426
H  1.961  -2.806  -1.126  0.437
H  -0.900  -3.491  0.700  0.396
H  0.688  -4.167  0.254  0.386
H  1.068  -0.643  1.636  0.434
H  0.898  -2.307  2.259  0.401
C  0.430  4.239  1.358  -0.990
N  -0.344  3.276  0.579  0.115
C  -1.535  3.633  0.018  0.206
C  -2.285  2.792  -0.718  -1.287
C  -1.751  1.479  -0.886  1.126
O  -2.301  0.513  -1.503  -0.573
N  -0.565  1.145  -0.342  0.146
C  0.186  1.993  0.413  0.328
O  1.274  1.707  0.892  -0.741
H  -0.244  5.010  1.724  0.354
H  1.212  4.693  0.750  0.304
H  0.895  3.729  2.196  0.321
H  -1.843  4.651  0.213  0.338
H  -3.235  3.075  -1.141  0.485

Output
- frontier orbital gap (alpha / beta) (eV) = 8.98 / 9.08
- relative energy (zero: lowest compared OMol25 entry of this formula, charge and spin) (kcal per mole) = 0.0
- E_HOMO (alpha / beta) (eV) = -9.42 / -9.07
- 2S+1 = 2
- M (g/mol) = 352.24

=====

# 2
DFT (wB97M-V/def2-TZVPD) results for one molecule with the formula C11H14FN.

Each line ends with the Mulliken charge.
CARTESIAN COORDINATES (ANGSTROEM)
C  1.105  -2.338  0.838  -0.467
C  2.290  -1.491  0.520  -0.201
C  -0.162  -1.988  0.647  -0.261
C  -1.773  -0.209  0.243  0.257
C  2.177  -0.231  0.128  -0.292
C  -0.745  -0.900  -0.086  0.304
C  3.559  1.557  0.731  -0.476
C  -2.969  0.343  0.192  0.383
C  -3.458  1.548  0.890  -1.348
C  -3.993  -0.371  -0.668  -1.363
C  3.221  1.015  -1.631  -0.852
N  3.030  0.750  -0.253  0.141
F  0.016  -0.454  -1.190  -0.247
H  1.462  -3.143  1.453  0.361
H  3.248  -2.098  0.614  0.238
H  -1.000  -2.626  1.025  0.224
H  4.051  2.532  0.480  0.237
H  3.506  1.082  1.760  0.259
H  -4.286  1.258  1.400  0.419
H  -3.719  2.178  0.126  0.411
H  -2.650  2.088  1.560  0.280
H  -4.510  -1.131  -0.118  0.336
H  -3.490  -0.938  -1.521  0.317
H  -4.754  0.215  -1.080  0.420
H  3.197  2.131  -1.830  0.342
H  4.240  0.737  -2.080  0.284
H  2.408  0.483  -2.146  0.291

Output
- frontier orbital gap (alpha / beta) (eV) = 7.38 / 7.35
- relative energy (zero: lowest compared OMol25 entry of this formula, charge and spin) (kcal per mole) = 178.2
- E_HOMO (alpha / beta) (eV) = -6.83 / -6.82
- M (g/mol) = 179.24

=====

# 3
DFT (wB97M-V/def2-TZVPD) results for C11H14FeNO as an isolated structure.

Each line ends with the Mulliken charge.
CARTESIAN COORDINATES (ANGSTROEM)
Fe  0.390  0.820  -0.404  0.292
C  1.577  2.563  -0.201  -0.378
C  0.779  2.694  -1.342  -0.422
C  -0.626  2.537  -1.260  -0.303
C  -1.219  2.249  -0.035  -0.422
C  -0.403  2.087  1.112  -0.422
C  0.983  2.250  1.046  -0.275
H  2.651  2.648  -0.283  0.505
H  1.241  2.848  -2.306  0.441
H  -1.226  2.589  -2.157  0.440
H  -2.284  2.078  0.029  0.436
H  -0.853  1.769  2.042  0.447
H  1.593  2.099  1.923  0.457
C  3.099  -0.898  -0.832  -1.076
C  1.764  -0.276  -0.953  0.827
O  0.991  -0.356  -1.895  -0.427
H  3.322  -1.537  -1.684  0.345
H  3.148  -1.461  0.101  0.290
H  3.843  -0.103  -0.754  0.292
C  -2.975  -3.158  0.588  -1.097
C  -1.651  -2.876  1.305  -0.443
C  -0.987  -1.684  0.783  0.563
N  -0.491  -0.745  0.357  -0.646
H  -3.423  -4.055  1.009  0.335
H  -2.816  -3.319  -0.476  0.341
H  -3.673  -2.333  0.716  0.335
H  -0.955  -3.709  1.194  0.282
H  -1.800  -2.722  2.375  0.281

Output
- frontier orbital gap (eV) = 9.66
- net charge = +1
- E_HOMO (eV) = -12.28
- M (g/mol) = 232.08

=====

# 4
DFT (wB97M-V/def2-TZVPD) results for a 2-piece molecular cluster, C11H14I2NO overall.

Each line ends with the Mulliken charge.
CARTESIAN COORDINATES (ANGSTROEM)
C  5.955  0.044  -0.055  -0.976
C  4.361  0.141  0.438  0.163
I  3.732  2.093  1.240  0.086
C  3.408  -1.000  0.378  -0.515
I  4.126  -2.937  -0.455  0.198
N  1.964  -0.988  0.858  -0.075
C  1.024  -0.846  -0.318  -0.230
C  0.383  0.652  -0.511  0.167
O  -0.025  1.007  -1.761  -0.454
H  6.521  -0.816  0.550  0.312
H  6.478  1.080  0.106  0.344
H  6.003  -0.225  -1.200  0.323
H  1.781  -0.330  1.653  0.394
H  1.792  -1.964  1.256  0.428
H  1.623  -1.126  -1.294  0.255
H  0.134  -1.616  -0.247  0.369
H  0.244  1.464  0.328  0.212
C  -4.251  0.688  1.288  -0.390
C  -5.133  -0.183  0.649  -0.393
C  -5.011  -0.421  -0.719  -0.349
C  -4.000  0.206  -1.449  -0.487
C  -3.115  1.074  -0.809  -0.296
C  -3.243  1.319  0.558  -0.443
H  -4.348  0.876  2.354  0.365
H  -5.916  -0.677  1.219  0.362
H  -5.702  -1.095  -1.218  0.366
H  -3.902  0.016  -2.514  0.381
H  -2.327  1.561  -1.378  0.491
H  -2.557  2.000  1.054  0.393

Output
- frontier orbital gap (eV) = 6.91
- net charge = +1
- relative energy (zero: lowest compared OMol25 entry of this formula, charge and spin) (kcal per mole) = 100.8
- E_HOMO (eV) = -11.41
- M (g/mol) = 430.05

=====

# 5
DFT (wB97M-V/def2-TZVPD) results for one molecule with the formula C11H14IO3P.

Each line ends with the Mulliken charge.
CARTESIAN COORDINATES (ANGSTROEM)
O  0.119  -0.218  -2.427  -0.845
P  0.081  0.450  -1.118  1.099
O  0.971  -0.469  0.027  -0.451
C  0.768  -1.805  0.031  0.225
C  1.044  -2.634  -1.088  -0.311
C  0.933  -3.989  -0.965  -0.515
C  0.226  -4.555  0.128  -0.443
C  -0.116  -3.735  1.174  -0.437
C  0.216  -2.371  1.162  0.054
C  -1.475  0.486  -0.418  -0.628
C  -1.483  1.297  0.910  -0.809
C  -0.950  2.735  0.572  -1.072
C  0.461  2.678  0.074  0.636
C  1.020  4.064  -0.131  -1.349
I  3.152  4.240  -0.255  0.037
O  0.551  2.021  -1.223  -0.422
H  1.397  -2.299  -2.045  0.385
H  1.305  -4.660  -1.761  0.325
H  0.128  -5.612  0.078  0.388
H  -0.840  -4.146  1.922  0.283
H  0.021  -1.656  2.045  0.194
H  -1.767  -0.553  -0.245  0.338
H  -2.035  0.985  -1.192  0.427
H  -0.898  0.727  1.579  0.341
H  -2.469  1.199  1.288  0.395
H  -1.681  3.055  -0.111  0.368
H  -1.062  3.367  1.396  0.570
H  1.082  2.183  0.821  0.309
H  0.566  4.521  -1.000  0.483
H  0.733  4.696  0.772  0.423

Output
- frontier orbital gap (eV) = 9.27
- SMILES string = O=[P@]1(Oc2ccccc2)CCC[C@H](CI)O1
- relative energy (zero: lowest compared OMol25 entry of this formula, charge and spin) (kcal per mole) = 16.9
- E_HOMO (eV) = -8.91
- M (g/mol) = 352.11

=====

# 6
DFT (wB97M-V/def2-TZVPD) results for a 2-piece molecular cluster, C11H14N2O overall.

Each line ends with the Mulliken charge.
CARTESIAN COORDINATES (ANGSTROEM)
C  2.345  -0.023  2.977  -1.035
C  -0.004  1.446  0.770  -0.490
C  1.152  0.588  2.377  0.655
C  -0.182  0.620  2.805  -0.555
N  1.212  1.155  1.140  -0.538
N  -0.896  1.207  1.757  0.007
H  -0.229  2.014  -0.113  0.611
H  -1.887  1.329  1.821  0.189
H  -0.696  -0.169  3.328  0.300
H  2.676  -0.760  2.229  0.190
H  2.352  -0.353  4.009  0.330
H  3.133  0.790  2.954  0.239
C  1.274  -1.994  -0.905  -1.447
C  -1.866  0.700  -2.297  1.293
C  -0.521  1.048  -2.502  -1.124
C  -2.167  -0.524  -1.635  -0.760
C  0.440  0.145  -1.921  -0.249
C  -1.200  -1.444  -1.228  -0.863
C  0.199  -1.059  -1.330  0.774
O  -2.881  1.616  -2.509  -0.524
H  -0.210  1.946  -3.001  0.379
H  -3.702  1.242  -2.177  0.257
H  -3.211  -0.617  -1.361  0.116
H  1.492  0.416  -1.915  0.134
H  -1.322  -2.510  -1.145  0.243
H  1.704  -2.823  -1.487  0.305
H  0.919  -2.660  -0.084  0.307
H  2.076  -1.328  -0.558  0.259

Output
- frontier orbital gap (alpha / beta) (eV) = 3.01 / 6.83
- net charge = -1
- relative energy (zero: lowest compared OMol25 entry of this formula, charge and spin) (kcal per mole) = 51.8
- E_HOMO (alpha / beta) (eV) = 0.51 / -3.41
- 2S+1 = 2
- M (g/mol) = 190.25

=====

# 7
DFT (wB97M-V/def2-TZVPD) results for a 2-piece molecular cluster, C11H14N2O overall.

Each line ends with the Mulliken charge.
CARTESIAN COORDINATES (ANGSTROEM)
C  0.231  3.896  0.269  -1.605
C  -0.739  2.741  0.398  0.997
C  -1.759  2.628  1.391  -0.668
C  -2.465  1.447  1.403  -0.485
C  -2.382  0.572  0.321  0.735
O  -3.170  -0.572  0.362  -0.567
C  -1.380  0.699  -0.683  -0.327
C  -0.588  1.801  -0.602  -0.653
H  0.624  4.001  -0.690  0.380
H  1.223  3.501  0.713  0.270
H  0.077  4.770  0.770  0.433
H  -2.057  3.400  2.051  0.413
H  -3.066  1.162  2.225  0.423
H  -3.110  -1.155  -0.416  0.302
H  -1.467  -0.115  -1.533  0.052
H  0.094  1.908  -1.426  0.286
C  0.188  -3.271  -1.332  -1.104
C  1.289  -2.727  -0.496  0.631
C  2.221  -3.194  0.416  -0.432
N  3.132  -2.178  0.590  -0.091
C  2.793  -1.108  -0.335  -0.338
N  1.664  -1.441  -0.928  -0.420
H  -0.766  -3.291  -0.655  0.146
H  0.227  -4.336  -1.478  0.375
H  -0.038  -2.798  -2.276  0.306
H  2.114  -4.108  1.143  0.287
H  3.992  -2.090  1.140  0.204
H  3.117  -0.141  -0.344  0.450

Output
- frontier orbital gap (eV) = 8.73
- SMILES string = Cc1ccc(O)cc1.Cc1c[nH]cn1
- relative energy (zero: lowest compared OMol25 entry of this formula, charge and spin) (kcal per mole) = 74.6
- E_HOMO (eV) = -7.89
- M (g/mol) = 190.25

=====

# 8
DFT (wB97M-V/def2-TZVPD) results for an isolated ion of composition C11H14N3O and charge +1.

Each line ends with the Mulliken charge.
CARTESIAN COORDINATES (ANGSTROEM)
C  -3.574  -0.279  -0.116  -1.359
C  -2.349  0.558  0.116  0.725
C  -2.063  1.793  0.409  -0.977
C  -0.621  2.019  0.361  0.640
O  -0.044  3.001  0.650  -0.536
N  -0.096  0.804  0.130  0.055
C  1.284  0.313  -0.026  0.336
C  1.998  0.502  1.149  -0.209
C  3.312  0.081  1.174  -0.855
C  3.905  -0.461  0.048  -0.547
C  3.175  -0.538  -1.116  -0.502
C  1.894  -0.104  -1.216  -0.612
N  -1.087  -0.228  -0.107  0.531
C  -1.000  -1.298  0.905  -0.761
N  -1.187  -0.764  -1.483  -0.697
H  -3.161  -1.282  -0.469  0.327
H  -4.329  0.125  -0.821  0.356
H  -4.020  -0.463  0.872  0.381
H  -2.824  2.437  0.567  0.645
H  1.483  1.127  1.818  0.540
H  3.876  0.110  2.097  0.378
H  4.848  -0.810  -0.081  0.523
H  3.561  -1.026  -2.070  0.299
H  1.540  0.087  -2.146  0.667
H  -0.299  -2.085  0.448  0.348
H  -0.442  -0.890  1.836  0.312
H  -2.009  -1.608  1.139  0.352
H  -1.508  -0.033  -2.190  0.301
H  -0.265  -1.088  -1.877  0.337

Output
- frontier orbital gap (eV) = 9.72
- net charge = +1
- SMILES string = CC1=CC(=O)N(c2ccccc2)[N@+]1(C)N
- relative energy (zero: lowest compared OMol25 entry of this formula, charge and spin) (kcal per mole) = 94.3
- E_HOMO (eV) = -13.15
- M (g/mol) = 204.25

=====

Short version: largest force on an atom = 0.609, 4.832, 0.099, 9.189, 3.484, 2.967, 6.239, 4.989 eV/A, in the order given.